{
  "formula": "C3H2ClF2N",
  "method": "ωB97M-V/def2-TZVPD",
  "gap_ev": 11.377,
  "de_lowest_kcal_mol": 7.91,
  "total_charge": 0,
  "multiplicity": 1,
  "elements": ["N", "C", "C", "F", "C", "F", "H", "Cl", "H"],
  "positions_angstrom": [[-2.639, -1.949, -1.746], [-2.103, -1.427, -0.906], [-1.280, -0.872, 0.187], [0.050, -0.990, 0.048], [-1.779, -0.169, 1.154], [-3.164, -0.075, 1.344], [-1.163, 0.292, 1.849], [1.498, -0.627, -2.661], [1.997, -0.935, -1.528]],
  "mulliken_charge": [-0.293, 0.122, 0.381, -0.201, -0.197, -0.218, 0.415, -0.244, 0.237]
}

***

{
  "formula": "C3H2ClNO",
  "method": "ωB97M-V/def2-TZVPD",
  "gap_ev": 10.375,
  "de_lowest_kcal_mol": 7.32,
  "total_charge": 0,
  "multiplicity": 1,
  "elements": ["Cl", "C", "N", "C", "C", "O", "H", "H"],
  "positions_angstrom": [[-2.865, -0.400, 0.405], [-1.150, -0.231, 0.104], [-0.411, -1.001, -0.724], [0.852, -0.354, -0.610], [0.760, 0.669, 0.279], [-0.507, 0.669, 0.777], [1.789, -0.694, -0.983], [1.531, 1.342, 0.753]],
  "mulliken_charge": [-0.143, 0.465, -0.485, -0.245, -0.038, -0.247, 0.363, 0.329]
}

***

{
  "formula": "C3H2CoO3",
  "method": "ωB97M-V/def2-TZVPD",
  "gap_ev": [8.813, 7.063],
  "de_lowest_kcal_mol": 81.09,
  "total_charge": 1,
  "multiplicity": 5,
  "elements": ["C", "C", "O", "C", "O", "O", "Co", "H", "H"],
  "positions_angstrom": [[0.123, -0.328, -1.565], [1.236, -0.921, -0.926], [1.308, -0.759, 0.319], [-0.132, 0.262, 0.919], [-0.740, 0.463, -0.133], [-0.253, 0.520, 2.074], [-1.310, 1.305, 3.506], [-0.603, -1.046, -1.962], [0.371, 0.504, -2.232]],
  "mulliken_charge": [0.009, 0.063, -0.237, 0.787, -0.394, -0.407, 0.640, 0.269, 0.270]
}

***

{
  "formula": "C3H2CoO3",
  "method": "ωB97M-V/def2-TZVPD",
  "gap_ev": [5.683, 8.379],
  "de_lowest_kcal_mol": 62.06,
  "total_charge": 1,
  "multiplicity": 5,
  "elements": ["H", "O", "C", "C", "C", "O", "O", "Co", "H"],
  "positions_angstrom": [[-0.305, -0.369, 1.318], [1.805, -0.668, -0.290], [0.613, -0.918, 0.023], [-0.288, 0.284, 0.244], [-1.668, 0.116, -0.349], [0.308, 1.458, 0.096], [-2.643, 0.754, -0.261], [2.000, 1.239, -0.542], [0.177, -1.896, -0.240]],
  "mulliken_charge": [0.243, -0.569, 0.099, 0.845, 0.039, -0.821, -0.231, 0.958, 0.438]
}

***

{
  "formula": "C3H2CuO",
  "method": "ωB97M-V/def2-TZVPD",
  "gap_ev": 6.598,
  "de_lowest_kcal_mol": 0.00,
  "total_charge": -1,
  "multiplicity": 1,
  "elements": ["O", "C", "H", "C", "C", "H", "Cu"],
  "positions_angstrom": [[2.828, -0.009, 0.006], [2.649, 1.140, -0.466], [1.547, 1.489, -0.222], [-2.687, -0.698, -0.007], [-1.507, -0.758, 0.353], [-3.727, -0.640, -0.282], [0.898, -0.523, 0.618]],
  "mulliken_charge": [-0.400, -0.121, -0.106, 0.048, -0.782, 0.344, 0.016]
}

***

{
  "formula": "C3H2EuO3",
  "method": "ωB97M-V/def2-TZVPD",
  "gap_ev": [4.548, 4.817],
  "de_lowest_kcal_mol": 117.83,
  "total_charge": 2,
  "multiplicity": 8,
  "elements": ["O", "C", "C", "O", "C", "O", "Eu", "H", "H"],
  "positions_angstrom": [[-2.296, 0.287, 0.296], [-2.410, -1.131, 0.142], [-1.231, -1.655, -0.019], [-0.204, -0.248, 0.122], [-1.066, 0.681, 0.189], [-0.798, 1.885, -0.165], [2.777, -0.028, 0.491], [-0.724, -2.587, -0.225], [-1.584, 2.454, -0.201]],
  "mulliken_charge": [-0.170, -0.497, 0.017, -0.395, 0.762, -0.378, 1.927, 0.339, 0.395]
}

***

{
  "formula": "C3H2F2N2S",
  "method": "ωB97M-V/def2-TZVPD",
  "gap_ev": 10.289,
  "de_lowest_kcal_mol": 50.97,
  "total_charge": 0,
  "multiplicity": 1,
  "elements": ["F", "C", "F", "C", "C", "S", "N", "N", "H", "H"],
  "positions_angstrom": [[2.037, 0.811, 0.420], [1.462, -0.396, 0.083], [1.800, -0.627, -1.210], [0.004, -0.144, 0.102], [-0.734, 0.973, 0.271], [-2.403, 0.786, -0.186], [-2.284, -0.837, -0.579], [-1.229, -1.354, -0.395], [1.731, -1.129, 0.907], [-0.384, 1.918, 0.589]],
  "mulliken_charge": [-0.268, 0.341, -0.225, -0.175, -0.087, 0.099, -0.038, -0.263, 0.208, 0.408]
}

***

{
  "formula": "C3H2F2O",
  "method": "ωB97M-V/def2-TZVPD",
  "gap_ev": 11.596,
  "de_lowest_kcal_mol": 33.32,
  "total_charge": 0,
  "multiplicity": 1,
  "elements": ["O", "C", "F", "F", "C", "C", "H", "H"],
  "positions_angstrom": [[-0.258, -1.749, -0.462], [0.870, -1.554, -0.346], [1.837, -2.441, -0.688], [1.512, -0.575, 0.139], [-0.661, 2.039, 0.497], [-1.353, 1.120, 0.211], [0.087, 2.813, 0.536], [-2.033, 0.348, 0.114]],
  "mulliken_charge": [-0.304, 0.627, -0.202, -0.122, -0.281, -0.542, 0.372, 0.453]
}